A molecular structure, C10H22CrF3N4O in a non-equilibrium geometry. Source: the Open Molecules 2025 dataset; level of theory: the ωB97M-V functional and the def2-TZVPD basis.

Structure (XYZ):
```
41
C10H22CrF3N4O, DFT the ωB97M-V functional and the def2-TZVPD basis
H 0.0377 3.6269 1.1311
H -1.5321 -4.2508 1.0437
C -0.9466 -0.4509 -2.5000
H 2.2646 3.8454 -0.0259
H 0.0277 2.4495 -1.5531
N -0.9591 -2.2930 0.6708
N -1.1371 -1.5070 -1.5143
C 0.3807 3.2085 -0.8535
H -1.1719 2.8114 0.4308
C -1.8367 -3.4335 0.3926
H 3.5977 1.9673 -1.2045
H 3.1268 1.8414 1.1380
H 2.2227 3.7599 -1.7721
H -3.0483 -2.3271 -1.8408
C 0.9611 1.6977 3.3289
H -0.1379 0.1995 -2.1946
N 2.5658 1.2710 0.5113
F -0.2144 0.8356 3.5654
C 1.9016 3.2423 -0.8675
F 0.6141 2.8948 3.8062
H -2.4163 -4.6360 -1.2897
C -1.7175 -3.8337 -1.0586
C -0.5811 -2.1023 2.0642
N -0.1596 2.8708 0.4809
H -0.6967 -0.9032 -3.4581
Cr 0.6709 0.9301 1.5169
H 2.0501 1.1941 -1.5141
H -1.3956 -1.6775 2.6535
H -2.8709 -3.1797 0.6458
H 3.0406 0.3733 0.4724
O -0.0389 -0.3091 0.0531
C 2.5736 1.8782 -0.8455
H -0.7053 -4.1950 -1.2552
F 1.9010 1.2212 4.1627
C -0.6995 -1.3452 -0.2505
H -0.0026 4.1683 -1.2010
H -1.8560 0.1424 -2.6233
H 0.2882 -1.4614 2.1485
C -1.9971 -2.6226 -1.9170
H -1.7935 -2.8349 -2.9653
H -0.3101 -3.0667 2.4876
```

Output
Total charge = +1
DFT total energy = -2032.41960 hartree
Energy relative to the best compared isomer or geometry (same formula, charge and spin) = 86.1 kJ/mol
M = 323.30 Da
E_LUMO (spin up / spin down) = -2.4 / -2.5 eV
Multiplicity = 5

=====

A molecular structure, C23H11Cl10CoN2OSe. Source: the Open Molecules 2025 dataset; level of theory: the ωB97M-V functional and the def2-TZVPD basis.

Structure (XYZ):
```
49
C23H11Cl10CoN2OSe, DFT the ωB97M-V functional and the def2-TZVPD basis
H -0.9949 2.8273 -4.1571
C -1.7141 2.5067 -0.8754
C -2.8741 2.1522 -3.3685
N -1.0801 2.6184 0.4086
Cl -5.2125 -0.9693 4.5024
C -2.7178 -0.7212 1.3771
Cl 1.2646 -2.4343 -3.3936
C -1.5692 2.6149 -3.2643
C 1.4709 -2.5869 -1.6853
Cl 3.0976 -5.1623 0.8845
Cl 0.1887 -0.2094 -1.5073
C -3.5941 1.8669 -2.2173
C -3.7807 -1.0937 2.2010
H -3.3231 2.0036 -4.3418
C 1.8138 -2.7975 1.0518
C 3.2272 0.8485 -0.0467
Cl -0.7174 1.8889 3.5700
C -2.9553 0.3956 3.8948
C -0.9835 2.7930 -2.0207
H 3.5928 0.0811 1.9280
H 0.0480 3.1133 -1.9238
C 2.1198 -3.7027 -1.1671
H 3.1082 1.2787 -2.1518
H -1.7624 2.8100 1.1352
Cl -4.9545 -2.2454 1.6731
Se 1.9740 2.1820 0.4904
Co -0.0963 0.9104 0.8890
H -0.3931 3.3667 0.3981
H -3.5653 1.7927 -0.0672
C 3.8265 -0.0040 0.8747
C 4.4200 -0.3681 -1.7353
Cl -3.0809 1.1066 5.4629
Cl 2.0575 -2.8797 2.7582
H 4.6653 -0.5379 -2.7795
C 2.2822 -3.7945 0.2155
Cl -2.6014 -1.4728 -0.1865
N 4.9874 -1.1966 -0.8589
Cl 2.7150 -4.9421 -2.2124
C -1.9184 0.7289 3.0306
C -1.7523 0.2061 1.7525
C 4.6808 -0.9978 0.4231
C 0.9943 -1.5937 -0.8455
C -3.0176 2.0428 -0.9687
C -3.9029 -0.5285 3.4681
C 3.5504 0.6538 -1.3876
H 5.1321 -1.6840 1.1339
H -4.6062 1.4898 -2.2869
O 0.7873 -0.7188 1.3672
C 1.1637 -1.6376 0.5583
```

Output
Total charge = -1
DFT total energy = -9454.09482 hartree
Energy relative to the best compared isomer or geometry (same formula, charge and spin) = 0.0 kJ/mol
M = 823.78 Da
E_LUMO (spin up / spin down) = 2.2 / 2.3 eV
Multiplicity = 2

=====

C4H8O2 in the gas phase. Source: the Open Molecules 2025 dataset; level of theory: the ωB97M-V functional and the def2-TZVPD basis.

Structure (XYZ):
```
14
C4H8O2, DFT the ωB97M-V functional and the def2-TZVPD basis
H 1.3291 1.2338 -0.5331
H 1.3701 -1.5535 0.8285
C -1.2973 0.3267 -0.5867
C 0.9106 -0.6107 0.5225
H -2.7599 0.4762 0.6878
C -0.5281 -0.6584 0.2664
H -1.0470 -1.6111 0.3837
H -1.2220 0.0610 -1.6474
O -0.0097 -0.1191 1.4893
O -2.6732 0.2902 -0.2569
H -0.8733 1.3323 -0.4506
C 1.8483 0.3434 -0.1700
H 2.6581 0.6593 0.4956
H 2.2943 -0.1701 -1.0294
```

Output
SMILES = C[C@H]1O[C@H]1CO
DFT total energy = -307.63997 hartree
Energy relative to the best compared isomer or geometry (same formula, charge and spin) = 190.2 kJ/mol
M = 88.11 Da
E_LUMO = 1.1 eV

=====

C6H9NO2S2 in the gas phase in a non-equilibrium geometry. Source: the Open Molecules 2025 dataset; level of theory: the ωB97M-V functional and the def2-TZVPD basis.

Structure (XYZ):
```
20
C6H9NO2S2, DFT the ωB97M-V functional and the def2-TZVPD basis
C 0.9070 0.8028 -2.4333
H -2.4969 1.5940 -0.3693
H 0.8586 -3.1668 1.0667
C 1.7966 0.9829 -1.4300
H 1.1348 1.0450 -3.4882
S -0.7895 0.8034 -1.8609
S -1.7578 -0.7420 0.9029
C -0.1781 0.9475 -0.2330
H 2.8000 1.3430 -1.6112
H -0.6639 1.2932 1.7881
H 1.7327 1.0599 0.8320
C -1.1341 1.1852 0.8205
H 0.0870 -1.5755 -0.4405
O -2.2779 1.8826 0.5954
C 0.4761 -2.1845 1.5589
H -0.0775 -2.4204 2.4889
C 1.2262 1.0679 -0.0963
H 1.3815 -1.5969 1.6876
O -2.6545 -0.7661 -0.2311
N -0.3703 -1.5554 0.4527
```

Output
DFT total energy = -1235.53162 hartree
Energy relative to the best compared isomer or geometry (same formula, charge and spin) = 202.3 kJ/mol
M = 191.28 Da
E_LUMO = 0.5 eV

=====

A molecular structure, C7H10MnN2O2 in a non-equilibrium geometry. Source: the Open Molecules 2025 dataset; level of theory: the ωB97M-V functional and the def2-TZVPD basis.

Structure (XYZ):
```
22
C7H10MnN2O2, DFT the ωB97M-V functional and the def2-TZVPD basis
H -0.5764 0.5825 2.3919
H -0.2204 -2.2174 -2.1122
C -1.1732 -0.2317 -1.6349
N 0.5956 1.6239 -0.4382
Mn 0.2346 -0.0579 0.0015
O 1.9941 -0.8787 -0.0894
C 0.3532 0.5162 1.8255
H -1.1458 0.2771 -2.5976
C -1.7810 0.2632 -0.4175
H 1.6751 2.1799 1.3952
C -0.6620 -1.5502 -1.3734
O 3.2682 -1.3157 -1.7892
H 1.1475 2.3005 -0.9637
C -0.9571 -1.8830 -0.0067
H -2.2879 1.2153 -0.2901
C 0.6819 1.8050 1.0961
H -0.0277 2.5945 1.3837
H -0.7491 -2.8396 0.4749
C -1.6713 -0.7811 0.5817
H 1.2090 0.1093 2.3642
N 2.1665 -0.9659 -1.3922
H -2.0741 -0.7463 1.5905
```

Output
DFT total energy = -1683.51598 hartree
M = 209.11 Da
E_LUMO (spin up / spin down) = -0.2 / 0.1 eV
Multiplicity = 4